(w)
Here is one molecule with the formula C4H4O from the OMol25 dataset. Energies are from wB97M-V/def2-TZVPD.

Last column: Löwdin charge in e.
Geometry (Å):
C: 0.9914 0.5565 -0.0540  -0.01
C: -0.5310 0.8712 -0.0208  -0.08
C: -1.2043 -0.3221 -0.1300  -0.20
C: 0.9491 -0.8830 0.0284  -0.07
H: 1.7410 1.2407 -0.1240  0.04
H: -0.9581 1.9506 0.4635  0.16
H: -2.2616 -0.4292 -0.1078  0.11
H: 1.6534 -1.6618 -0.1234  0.10
O: -0.3799 -1.3229 0.0682  -0.04

## Properties
Kohn-Sham gap	9.99	eV
HOMO	-8.9	eV
SMILES	c1ccoc1



(x)
Here is one molecule with the formula C4H4O from the OMol25 dataset. Energies are from wB97M-V/def2-TZVPD.

Last column: Löwdin charge in e.
Geometry (Å):
O: -0.6389 1.1443 0.4732  -0.03
C: -1.0092 0.4052 -0.4933  -0.15
C: -0.2569 -0.7681 -0.5268  -0.23
C: 1.0451 -0.6586 0.1671  -0.13
C: 1.1628 0.4742 0.7672  0.07
H: -1.7228 1.0772 -0.9515  0.15
H: -0.4468 -1.4225 -1.3502  0.10
H: -0.3732 -1.3566 0.4592  0.17
H: 1.8738 0.9913 1.3719  0.06

## Properties
Kohn-Sham gap	8.77	eV
HOMO	-8.8	eV
SMILES	C#CCC=O



Verdict on stability: (x) comes out at the bottom.



(w)
Here is one molecule with the formula C5H10O from the OMol25 dataset. Energies are from wB97M-V/def2-TZVPD.

Last column: Löwdin charge in e.
Geometry (Å):
C: -0.8831 -0.5956 -1.1927  -0.05
C: -0.3537 0.5690 -0.4022  -0.33
C: -0.0568 1.8353 -1.1547  -0.07
C: 0.7968 -1.4766 1.7086  -0.10
C: -0.1321 0.4858 0.9086  -0.16
O: -0.3576 -0.6614 1.6340  -0.17
H: -1.7566 -0.2959 -1.7855  0.08
H: -0.1307 -0.9692 -1.9002  0.09
H: -1.1789 -1.4144 -0.5327  0.08
H: -0.9374 2.1848 -1.7080  0.08
H: 0.7382 1.6636 -1.8922  0.08
H: 0.2707 2.6378 -0.4860  0.08
H: 0.5301 -2.3639 2.2876  0.09
H: 1.1273 -1.7803 0.7053  0.09
H: 1.6272 -0.9568 2.2078  0.09
H: 0.2436 1.3292 1.4938  0.13

## Properties
Kohn-Sham gap	9.97	eV
HOMO	-8.9	eV
SMILES	COC=C(C)C



(x)
Here is C5H10O as an isolated structure from the OMol25 dataset. Energies are from wB97M-V/def2-TZVPD.

Last column: Löwdin charge in e.
Geometry (Å):
C: 0.1384 -1.5646 0.6160  -0.02
C: 0.0994 -0.1639 0.0509  -0.50
C: -0.8119 0.7507 0.7960  -0.31
O: -2.1823 0.5256 0.6331  -0.10
C: 0.2338 0.0442 -1.4266  -0.08
C: 1.3378 0.4782 -0.4962  -0.09
H: 0.8382 -2.1849 0.0480  0.08
H: 0.4637 -1.5571 1.6633  0.09
H: -0.8555 -2.0222 0.5663  0.09
H: -0.6522 1.8918 0.2576  0.17
H: -0.5269 0.9554 1.8293  0.13
H: -1.8060 1.4852 0.2445  0.12
H: -0.3720 0.8130 -1.9017  0.11
H: 0.3979 -0.8340 -2.0457  0.11
H: 2.2573 -0.0964 -0.4721  0.10
H: 1.4708 1.5478 -0.3396  0.10

## Properties
Kohn-Sham gap	10.87	eV
HOMO	-10.0	eV



Verdict on stability: (x) comes out at the bottom.



(w)
Here is one molecule with the formula C5H10O from the OMol25 dataset. Energies are from wB97M-V/def2-TZVPD.

Last column: Löwdin charge in e.
Geometry (Å):
C: 2.5483 0.1917 0.0107  -0.11
C: 1.1133 0.6086 0.1343  -0.18
O: -1.3385 -0.6823 -1.6248  -0.07
C: 0.1572 -0.1021 0.7279  -0.14
C: -1.3010 0.2444 0.6573  -0.20
C: -2.0107 -0.6338 -0.3840  -0.28
H: 2.6950 -0.8254 0.3880  0.07
H: 3.2220 0.8647 0.5539  0.07
H: 2.8566 0.2066 -1.0418  0.07
H: 0.8411 1.5576 -0.3354  0.11
H: -0.8724 0.1542 -1.7486  0.08
H: 0.4152 -1.0528 1.1989  0.12
H: -1.8028 0.1103 1.6242  0.11
H: -1.4182 1.3023 0.3812  0.11
H: -3.0427 -0.2765 -0.5193  0.11
H: -2.0624 -1.6675 -0.0224  0.12

## Properties
Kohn-Sham gap	10.50	eV
HOMO	-9.4	eV
SMILES	C/C=C/CCO



(x)
Here is one molecule with the formula C5H10O from the OMol25 dataset. Energies are from wB97M-V/def2-TZVPD.

Last column: Löwdin charge in e.
Geometry (Å):
C: -0.9683 0.9405 1.3418  -0.08
C: -0.0683 1.1403 0.1494  -0.26
C: 1.3541 0.6195 0.0767  -0.07
C: 0.3186 -0.0483 -0.7741  -0.42
C: -0.0428 -1.7321 -0.4601  0.00
O: 0.2516 0.1926 -2.1535  -0.01
H: -0.7827 1.6764 2.1292  0.07
H: -2.0308 1.0143 1.0708  0.08
H: -0.7928 -0.0542 1.7532  0.07
H: -0.1758 2.1439 -0.2997  0.14
H: 2.1375 1.2387 -0.3630  0.11
H: 1.6818 -0.0352 0.8772  0.10
H: 0.3731 -2.6256 -1.0296  0.08
H: -1.1277 -1.9062 -0.5271  0.05
H: 0.2348 -2.0390 0.5573  0.05
H: -0.3624 -0.5256 -2.3485  0.08

## Properties
Kohn-Sham gap	10.02	eV
HOMO	-9.0	eV
SMILES	C[C@H]1C[C@]1(C)O



Verdict on stability: (x) comes out at the bottom.